[1]
A structure of composition C34H32BCl5F4GeN3O3Y in a non-equilibrium geometry. Source: OMol25; level of theory: wB97M-V/def2-TZVPD.

Structure (XYZ):
```
84
Properties=species:S:1:pos:R:3:forces:R:3
Y -0.909158 1.903755 -0.092387 -0.13 1.19 0.02
Cl 2.843141 3.343921 6.374747 0.00 0.00 0.00
C 2.244515 3.078066 4.783246 0.02 -0.01 0.00
C 1.038674 2.410191 4.593292 0.00 0.00 -0.01
Cl 0.124934 1.850331 5.938225 0.00 0.00 0.00
C 0.575523 2.195420 3.304249 -0.03 0.00 0.01
Cl -0.933629 1.389516 3.011063 0.03 0.07 0.11
C 1.281469 2.619754 2.172306 0.07 -0.10 -0.02
O 0.849686 2.344106 0.972403 -0.03 0.02 0.22
C 2.485608 3.307063 2.386362 0.02 -0.01 0.01
Cl 3.359293 3.822380 1.000238 -0.01 0.02 0.01
C 2.961588 3.527066 3.671808 0.00 0.01 -0.01
Cl 4.456809 4.344362 3.896429 0.00 -0.01 -0.01
C 5.635373 0.270798 2.527677 0.00 0.02 0.00
C 5.956442 0.511050 1.195268 0.01 -0.01 -0.02
C 4.961689 0.577774 0.236754 -0.03 0.02 0.00
C 3.635879 0.392599 0.619002 -0.09 0.05 -0.10
C 3.313587 0.119181 1.940964 0.02 -0.05 0.06
C 4.314696 0.073954 2.900448 -0.02 -0.02 0.00
N 2.534668 0.482884 -0.287288 0.17 -0.23 0.15
N 2.759996 1.116448 -1.321964 0.15 -0.10 -0.03
C 1.634567 1.202253 -2.192554 -0.04 0.24 -0.04
C 1.830516 2.032542 -3.282571 -0.02 -0.02 -0.02
C 0.807763 2.247822 -4.197118 0.00 0.01 0.01
C -0.418046 1.635366 -4.014253 0.00 0.05 0.05
C -0.606598 0.785408 -2.927688 -0.04 -0.02 0.02
C 0.403941 0.546769 -1.985360 0.00 -0.41 -0.17
H 6.418714 0.233068 3.273595 0.00 0.00 -0.01
H 6.989813 0.653192 0.906558 -0.01 0.00 0.00
H 5.192520 0.778843 -0.799734 0.00 0.01 -0.01
H 2.276968 -0.029884 2.216444 0.11 0.01 0.01
H 4.061448 -0.115697 3.935679 0.00 0.00 0.00
H 2.792465 2.516456 -3.388220 0.00 0.00 0.00
H 0.969219 2.907091 -5.039831 0.00 -0.01 0.00
H -1.227512 1.802165 -4.712280 0.00 0.00 0.00
H -1.554100 0.264628 -2.820366 0.01 -0.02 -0.04
C -1.406679 -3.870148 0.774544 -0.02 0.02 0.00
C -0.662062 -3.352209 2.000207 0.01 0.02 -0.02
C 0.490498 -2.399829 1.677871 -0.04 0.00 0.01
C 0.034551 -1.127226 0.931706 -0.04 0.06 0.01
Ge 0.244346 -1.209991 -1.017226 -0.09 -0.06 -0.22
C 1.744094 -2.274373 -1.714175 0.02 0.03 0.09
C 1.538935 -3.787865 -1.820105 -0.01 -0.01 0.01
C 0.409581 -4.216837 -2.749810 0.01 0.01 -0.02
C 0.315722 -5.731979 -2.876534 0.00 -0.01 0.01
H -2.205247 -4.555906 1.061139 0.02 0.00 0.00
H -0.735023 -4.410153 0.102837 0.02 0.00 -0.02
H -1.866057 -3.059880 0.203556 0.00 -0.01 0.01
H -0.270221 -4.197431 2.571958 0.01 0.01 0.00
H -1.365746 -2.834343 2.660097 0.01 0.00 0.00
H 1.256496 -2.933061 1.105310 0.00 0.02 0.00
H 0.972114 -2.111340 2.615758 -0.01 0.01 0.01
H 0.591515 -0.263885 1.296845 -0.04 -0.07 -0.08
H -1.025452 -0.952849 1.147072 -0.02 -0.01 0.03
H -1.100614 -1.680786 -1.589882 0.05 -0.07 -0.03
H 2.616545 -2.058997 -1.096437 0.04 0.01 0.02
H 1.951886 -1.858176 -2.704514 0.01 -0.01 0.00
H 1.372990 -4.218186 -0.827539 -0.02 0.00 0.01
H 2.472255 -4.235156 -2.179803 0.00 0.01 0.01
H 0.570865 -3.770249 -3.736752 0.00 -0.01 0.01
H -0.543147 -3.820691 -2.391084 -0.01 0.01 0.01
H 1.243186 -6.151919 -3.272645 -0.01 0.01 0.01
H -0.497147 -6.028884 -3.540455 0.01 0.01 0.01
H 0.134819 -6.194036 -1.902428 0.00 0.01 -0.02
F -1.080124 4.390683 0.158736 -0.01 -0.06 -0.03
B -1.055462 4.391427 -1.261688 -0.05 0.00 -0.03
F 0.164202 3.758953 -1.602531 -0.04 -0.07 0.08
F -1.298904 5.568148 -1.856435 0.02 -0.07 0.03
F -2.040013 3.353061 -1.593289 0.02 -0.03 -0.01
O -3.576797 -0.917143 -1.906114 0.00 0.01 0.01
C -3.834422 -0.062898 -1.094476 -0.02 -0.01 0.01
N -2.906769 0.702254 -0.383067 -0.09 -0.16 0.00
C -3.583239 1.618819 0.359241 0.03 -0.13 -0.05
O -2.964067 2.475265 1.014338 0.05 -0.16 -0.10
C -5.048620 1.443725 0.209189 0.01 0.02 0.01
C -6.123247 2.115049 0.753189 0.00 0.00 0.01
C -7.391631 1.689141 0.367147 -0.01 0.00 0.00
C -7.555391 0.639462 -0.532988 -0.01 0.00 0.00
C -6.458692 -0.023379 -1.080452 0.00 -0.01 0.00
C -5.208542 0.399986 -0.686309 0.00 0.00 -0.01
H -5.983769 2.935897 1.444212 0.00 -0.01 -0.01
H -8.266678 2.183788 0.768281 0.01 -0.01 0.00
H -8.556157 0.337488 -0.814183 0.01 0.00 0.00
H -6.577155 -0.834009 -1.787426 0.00 0.01 0.01
```
Forces are in eV/Å.

**HOMO**: -8.47 eV
**Kohn-Sham gap**: 7.5036 eV
**Energy relative to the best compared isomer or geometry (same formula, charge and spin)**: 3.9 kcal/mol


[2]
A structure of composition C34H32BF9IMoN4O5PTe2 in a non-equilibrium geometry. Source: OMol25; level of theory: wB97M-V/def2-TZVPD.

Structure (XYZ):
```
90
Properties=species:S:1:pos:R:3:forces:R:3
Mo -0.238310 -1.465810 0.380289 -0.68 1.60 2.91
C 2.559559 -3.875708 3.064556 -0.02 -0.04 0.01
C 3.237945 -2.812078 2.265995 -0.06 0.03 -0.07
N 4.426482 -2.388137 2.636265 0.20 0.00 0.00
C 5.075433 -1.465407 1.899625 -0.17 -0.02 -0.13
C 4.570381 -0.906894 0.750504 -0.03 -0.16 0.16
C 5.422978 0.008632 -0.080557 -0.10 0.08 0.03
O 5.997806 -0.647806 -1.212043 0.03 0.00 -0.13
C 3.263261 -1.294025 0.364527 -0.19 0.28 -0.12
C 2.664235 -0.776854 -0.861298 -0.15 -0.58 0.00
N 1.486225 -1.096347 -1.274707 0.12 0.37 0.21
C 1.044601 -0.720108 -2.572739 0.17 -0.06 0.24
C 1.469399 0.448672 -3.194786 -0.10 0.10 -0.08
C 0.965696 0.806309 -4.433544 0.05 -0.05 0.01
C 0.017499 0.003469 -5.049916 0.00 -0.06 -0.01
C -0.384105 -1.182522 -4.453623 0.08 0.06 0.02
C 0.150658 -1.564996 -3.229848 -0.02 0.06 -0.22
I -0.277410 -3.463246 -2.498212 0.03 -0.01 -0.22
C 2.579409 -2.254392 1.128424 -0.04 0.27 -0.21
O 1.359421 -2.608002 0.843797 0.09 -0.51 -0.22
H 3.292864 -4.331270 3.726174 -0.01 0.01 0.06
H 2.126737 -4.638107 2.416015 0.05 0.04 -0.01
H 1.739803 -3.456680 3.652644 -0.04 -0.01 -0.07
H 6.058925 -1.176549 2.253383 0.04 -0.01 0.02
H 6.269985 0.357734 0.511705 -0.05 0.01 0.03
H 4.858224 0.890527 -0.403589 0.04 -0.04 0.01
H 5.324731 -1.210552 -1.608841 0.03 -0.05 0.03
H 3.303365 -0.156268 -1.493721 0.00 -0.12 -0.09
H 2.171084 1.100458 -2.691823 -0.03 0.02 0.04
H 1.299965 1.722197 -4.904384 -0.05 0.04 0.02
H -0.414768 0.297966 -5.996780 -0.02 0.00 -0.02
H -1.113813 -1.818109 -4.933361 -0.05 0.01 0.00
Te -0.274611 -0.744907 2.892685 0.34 -0.26 -1.19
N -3.153344 -3.175019 2.580518 0.15 0.05 -0.39
C -4.351155 -2.714542 3.310958 -0.05 0.10 0.08
C -4.239076 -1.187022 3.612438 0.32 -0.41 -0.25
O -5.145101 -0.728387 4.306299 -0.54 0.23 0.41
O -3.246638 -0.631861 3.099037 -0.15 0.13 -0.08
H -3.142755 -4.148047 2.245698 0.01 -0.01 0.07
H -2.277016 -3.033601 3.096780 -0.05 -0.03 0.01
H -3.019744 -2.590203 1.743474 0.03 -0.01 0.17
H -4.464679 -3.276949 4.236164 0.02 -0.01 -0.04
H -5.219562 -2.880323 2.676068 -0.03 -0.06 0.04
F -4.932526 -1.725045 -2.040076 -0.23 -0.26 0.05
B -3.931786 -0.798434 -2.294397 0.01 0.03 -0.15
F -2.700446 -1.246390 -1.781228 0.18 -0.04 0.00
F -4.259593 0.436019 -1.718672 0.00 0.28 0.13
F -3.780875 -0.625951 -3.695252 0.07 0.08 -0.26
F 1.468137 -5.607919 0.258210 0.13 0.27 0.23
Te -0.415573 -5.118005 0.726670 -0.42 -1.50 0.42
F -2.342170 -5.501274 1.074427 -0.03 0.24 -0.02
F -0.815115 -6.345315 -0.742995 0.07 0.15 -0.08
F -0.155543 -6.655693 1.786608 -0.11 0.04 -0.15
F -0.666899 -4.363681 2.605949 0.41 0.06 -0.01
O -1.548086 -2.530592 0.498296 0.68 0.76 -0.68
N -0.638043 0.284865 -0.157830 0.09 -1.33 -0.68
P -0.535371 1.831260 -0.141727 0.04 0.56 0.16
C -1.413053 2.551687 1.259496 -0.06 0.02 -0.09
C -2.621612 1.949093 1.598101 0.04 -0.09 0.00
C -3.377300 2.459853 2.643367 -0.03 -0.03 -0.01
C -2.938394 3.582247 3.325379 -0.02 0.04 0.00
C -1.740493 4.197381 2.979251 0.01 0.00 -0.02
C -0.971353 3.679361 1.950769 0.04 -0.03 -0.02
C -1.229292 2.595986 -1.616737 0.00 0.01 0.04
C -1.331868 3.985462 -1.726005 0.00 -0.03 0.08
C -1.904755 4.545581 -2.850301 -0.01 0.03 -0.04
C -2.383555 3.719637 -3.866214 -0.01 0.04 -0.01
C -2.292560 2.345567 -3.751940 0.01 -0.05 0.01
C -1.711900 1.778182 -2.622879 -0.04 -0.01 -0.03
C 1.170501 2.457445 -0.014503 0.01 -0.09 0.02
C 1.885163 2.136836 1.141725 -0.06 0.01 0.02
C 3.192561 2.566601 1.293966 0.05 0.00 0.03
C 3.803110 3.309618 0.291466 0.03 0.00 0.03
C 3.109173 3.605904 -0.871196 0.00 0.01 -0.03
C 1.795582 3.180321 -1.023857 -0.04 0.06 -0.04
H -2.957719 1.064811 1.069415 0.01 -0.01 0.04
H -4.283366 1.947760 2.935530 0.01 -0.03 0.03
H -3.527663 3.977491 4.143221 -0.01 0.00 0.03
H -1.401608 5.072722 3.519678 0.02 0.00 0.01
H -0.025028 4.141887 1.697598 0.02 0.01 -0.01
H -0.974588 4.622736 -0.924608 -0.02 0.00 0.03
H -1.998747 5.621906 -2.931732 0.02 0.00 -0.01
H -2.847095 4.159886 -4.740771 -0.01 0.01 -0.01
H -2.687529 1.691453 -4.515771 -0.07 -0.04 -0.01
H -1.664346 0.704792 -2.506839 -0.03 -0.12 -0.01
H 1.407246 1.547097 1.917858 0.00 -0.02 0.02
H 3.735543 2.314558 2.196303 0.01 -0.01 0.00
H 4.823928 3.649827 0.413678 0.03 -0.01 0.00
H 3.587800 4.169962 -1.661577 0.01 0.02 -0.02
H 1.252553 3.417227 -1.930085 0.00 0.01 -0.02
```
Forces are in eV/Å.

**HOMO**: -2.52 eV
**Kohn-Sham gap**: 5.5497 eV
**Energy relative to the best compared isomer or geometry (same formula, charge and spin)**: 26.5 kcal/mol
**Total charge**: -2


[3]
A structure of composition C34H32Br2Cl3F3GeMnN5O3Sb in a non-equilibrium geometry. Source: OMol25; level of theory: wB97M-V/def2-TZVPD.

Structure (XYZ):
```
85
Properties=species:S:1:pos:R:3:forces:R:3
Mn -1.332471 -0.693439 -0.027530 0.70 -0.05 -0.75
C 0.598753 2.744041 -0.035070 0.01 -0.02 -0.01
C -0.724519 2.516064 0.633393 0.07 0.04 -0.01
C -1.592700 3.593764 0.897837 -0.01 -0.03 0.03
C -2.803323 3.367398 1.490978 0.02 -0.02 -0.01
C -3.158084 2.062174 1.894003 0.08 0.04 0.09
C -4.369459 1.706724 2.538104 -0.01 0.01 0.01
Br -5.683922 3.011903 2.868578 0.01 -0.02 0.00
C -4.600021 0.415917 2.925289 -0.03 0.00 0.02
C -3.637098 -0.582410 2.701083 0.09 0.04 0.08
Br -3.979973 -2.341494 3.252572 0.01 0.02 -0.03
C -2.436136 -0.292590 2.088898 -0.27 0.05 0.19
O -1.504277 -1.226162 1.819481 0.00 -0.06 -0.24
C -2.206679 1.050319 1.654902 -0.09 0.09 0.21
N -1.032083 1.281271 0.984287 -0.23 -0.10 -0.12
H 0.786195 3.803767 -0.191586 0.00 0.00 0.00
H 0.636041 2.251664 -1.009403 -0.01 0.02 0.00
H 1.403801 2.338931 0.581756 0.00 -0.02 0.00
H -1.296165 4.593381 0.613040 0.00 0.00 0.00
H -3.492484 4.181779 1.669067 0.00 0.01 0.00
H -5.528290 0.148980 3.410602 0.00 0.01 0.00
N 0.042140 -0.545588 -1.811299 -0.05 -0.03 0.08
C -0.815645 -0.657948 -3.017248 0.02 0.07 -0.08
C -0.202545 -0.060277 -4.286783 0.00 -0.02 0.02
C 0.068771 1.447255 -4.321381 0.02 0.01 0.02
C -1.167554 2.351712 -4.338044 -0.03 0.04 0.05
N -2.167391 1.958246 -5.322294 0.01 -0.20 0.17
C -2.192722 2.284041 -6.599845 -0.05 0.01 -0.08
N -1.324207 3.158230 -7.119699 -0.03 -0.01 0.04
N -3.103420 1.720636 -7.398136 0.02 0.01 0.02
C -2.249396 -0.189304 -2.710306 -0.08 -0.12 -0.16
O -3.026686 -0.008333 -3.640394 0.13 0.18 -0.05
O -2.548275 -0.086077 -1.470943 -0.04 -0.01 0.30
H 0.532323 0.344230 -1.804883 -0.02 0.02 0.01
H 0.760584 -1.266870 -1.840094 0.02 0.01 -0.01
H -0.928309 -1.728021 -3.211428 -0.01 -0.01 0.03
H -0.855755 -0.332488 -5.116874 0.00 0.00 0.00
H 0.742039 -0.576856 -4.473277 0.00 0.00 0.01
H 0.675216 1.647815 -5.207942 -0.01 0.00 -0.01
H 0.691200 1.761251 -3.475347 0.00 0.00 -0.01
H -0.882273 3.395118 -4.486055 0.02 -0.02 -0.02
H -1.682467 2.326882 -3.377306 -0.01 -0.01 -0.01
H -2.758287 1.191178 -4.980640 0.00 0.05 -0.04
H -0.689518 3.664173 -6.529322 0.01 0.00 -0.01
H -1.415655 3.470641 -8.070890 0.00 0.00 0.00
H -3.776790 1.072610 -7.025233 -0.01 0.01 0.00
H -3.193129 1.984919 -8.363414 0.00 -0.01 -0.01
F 0.913100 -5.419775 6.696962 0.00 -0.01 0.01
C 0.994656 -4.494215 5.745094 0.00 0.03 -0.02
C -0.160468 -3.834814 5.359982 0.01 -0.03 0.02
C -0.076221 -2.875911 4.366244 -0.01 0.03 -0.09
C 1.157237 -2.598514 3.784704 0.18 0.00 0.12
C 2.311803 -3.268899 4.189631 0.01 -0.02 0.00
C 2.232072 -4.232415 5.180226 -0.05 -0.01 0.02
Sb 1.322737 -1.108001 2.333992 -0.44 0.01 0.02
C 2.492143 -1.822961 0.762824 0.09 -0.13 -0.03
C 3.091798 -0.939559 -0.139948 -0.05 0.08 0.01
C 3.808680 -1.425849 -1.217940 0.02 -0.06 -0.04
C 3.907549 -2.801337 -1.380049 -0.02 0.02 0.04
F 4.590486 -3.267483 -2.421555 0.01 0.00 -0.02
C 3.320478 -3.699921 -0.507423 0.04 0.06 0.01
C 2.600139 -3.201419 0.564784 0.04 -0.04 0.04
C 2.250094 0.617380 3.066538 0.12 0.08 0.03
C 1.498841 1.512108 3.828794 -0.06 -0.02 -0.01
C 2.091357 2.646141 4.353700 0.05 0.03 -0.01
C 3.435248 2.866884 4.096979 -0.01 -0.05 -0.03
F 4.009087 3.957389 4.596680 0.01 0.02 0.01
C 4.203376 1.998351 3.339434 -0.03 0.07 0.04
C 3.599853 0.866676 2.817708 0.03 -0.04 -0.04
H -1.099975 -4.083845 5.833568 -0.01 0.01 0.00
H -0.972183 -2.371075 4.026415 0.01 -0.03 0.02
H 3.277104 -3.053686 3.745740 -0.01 0.01 -0.01
H 3.101942 -4.776207 5.521123 0.01 0.00 -0.01
H 3.019329 0.133638 0.004948 -0.01 -0.01 0.00
H 4.305723 -0.771508 -1.921388 0.00 0.01 0.01
H 3.421295 -4.762524 -0.679918 0.00 0.00 0.00
H 2.116108 -3.895636 1.242033 0.05 0.03 -0.01
H 0.447778 1.330068 4.023463 0.00 -0.01 0.01
H 1.539694 3.353350 4.957391 -0.01 0.00 0.01
H 5.250486 2.213475 3.177457 0.00 -0.01 0.00
H 4.197050 0.179623 2.229809 -0.01 -0.01 0.03
Cl 0.215180 -3.853843 -1.980927 -0.02 0.05 -0.05
Ge -1.193271 -3.228872 -0.455581 -0.12 0.05 0.13
Cl -0.659817 -4.404660 1.248053 -0.09 -0.04 0.05
Cl -3.139843 -3.741315 -1.150753 0.02 -0.04 0.03
```
Forces are in eV/Å.

**HOMO (alpha / beta)**: -12.74 / -12.92 eV
**Kohn-Sham gap (alpha / beta)**: 5.8379 / 5.6516 eV
**Energy relative to the best compared isomer or geometry (same formula, charge and spin)**: 24.1 kcal/mol
**Multiplicity**: 6
**⟨S²⟩**: 9.15
**Total charge**: +2